Record 1
Below is C9H18AsF7O9Rb as an isolated structure at a distorted geometry, with properties calculated with ωB97M-V/def2-TZVPD.

ΔE to the lowest compared entry with this formula, charge and spin = 6.197 eV
orbital gap = 4.23 eV
charge = -1
lowest unoccupied orbital energy = 0.1 eV

XYZ file:
```
45
C9H18AsF7O9Rb | OMol25 | ωB97M-V/def2-TZVPD
Rb -11.22015 -28.84366 -4.07052
As -5.49383 -33.21854 -3.77693
F -7.24049 -33.15231 -4.26758
F -4.98352 -33.92920 -5.35652
F -3.86532 -33.31918 -3.11738
F -6.06103 -32.66813 -2.17234
F -5.84560 -34.87165 -3.21015
F -5.25038 -31.55834 -4.55218
F -13.67834 -32.02351 -1.13391
C -8.48343 -30.47129 -10.85032
O -9.49971 -29.83543 -11.74572
C -10.65700 -29.53842 -11.23236
O -10.95655 -29.52697 -9.98963
O -11.46739 -29.22312 -12.25072
C -12.93121 -29.10835 -12.07317
H -7.81967 -31.06448 -11.47932
H -8.95811 -31.14161 -10.13376
H -7.70119 -29.79889 -10.49807
H -12.94324 -28.19660 -11.47596
H -13.39608 -29.89949 -11.48487
H -13.48563 -28.99855 -13.00519
C -15.12839 -23.83394 4.60173
O -14.36262 -22.76318 4.08917
C -13.41129 -22.99382 3.17793
O -12.61443 -22.10902 2.94233
O -13.42161 -24.24331 2.59644
C -12.44871 -24.58565 1.63229
H -15.35669 -24.57191 3.83271
H -16.00883 -23.57400 5.18940
H -14.51654 -24.40897 5.29676
H -12.38653 -23.78164 0.89894
H -12.67419 -25.49838 1.08077
H -11.46280 -24.59657 2.09701
C -14.91721 -21.03772 -3.65187
O -14.53320 -21.28158 -4.99977
C -13.75895 -22.33521 -5.37901
O -13.36012 -23.28966 -4.71589
O -13.41532 -22.23589 -6.72323
C -12.43474 -23.02050 -7.37919
H -15.46894 -20.12421 -3.43007
H -14.00428 -21.03655 -3.05635
H -15.53027 -21.79909 -3.16961
H -11.44990 -22.81374 -6.96033
H -12.42888 -22.85125 -8.45595
H -12.61350 -24.07887 -7.18943
```

Atomic partial charges in e from the Mulliken method, atoms 1 to 5: 0.97 1.98 -0.51 -0.50 -0.47

Record 2
Below is C9H18Br6Cl3O4P as an isolated structure at a distorted geometry, with properties calculated with ωB97M-V/def2-TZVPD.

ΔE to the lowest compared entry with this formula, charge and spin = 2.044 eV
orbital gap = 9.67 eV
lowest unoccupied orbital energy = -0.7 eV

XYZ file:
```
41
C9H18Br6Cl3O4P | OMol25 | ωB97M-V/def2-TZVPD
C 13.77249 1.47164 1.00684
Br 12.89598 0.02483 0.02666
Br 12.47541 2.21293 2.23222
Br 14.63992 2.74175 -0.18106
H 14.60902 1.05350 1.56672
C 16.43338 -0.97052 2.45854
Br 16.96261 0.08350 0.86933
Br 14.61908 -1.61589 2.41553
Br 16.74735 0.14558 4.11974
H 17.11206 -1.81899 2.54561
C 22.00228 3.88671 -6.10278
C 21.40255 4.38747 -4.76445
O 20.27349 5.16530 -5.21995
P 19.27645 5.83066 -4.03719
O 18.10047 6.60579 -4.48301
O 18.93840 4.51135 -3.17386
C 17.81303 3.70696 -3.48088
C 17.19118 3.16153 -2.18655
O 20.31997 6.71018 -3.07134
C 19.96329 7.16899 -1.77896
C 20.59350 8.50398 -1.73884
H 21.36556 3.24873 -6.71572
H 22.31865 4.59617 -6.86741
H 22.77846 3.15878 -5.86663
H 21.11229 3.58608 -4.08504
H 22.06836 4.98813 -4.14476
H 16.96803 3.92626 -4.13356
H 18.24471 2.84480 -3.98923
H 16.51937 3.78590 -1.59755
H 16.68082 2.28905 -2.59447
H 17.89104 2.80064 -1.43285
H 18.92182 7.15648 -1.45757
H 20.49112 6.57021 -1.03670
H 20.10468 9.18601 -2.43453
H 20.66379 8.94605 -0.74499
H 21.66680 8.46230 -1.92428
C 9.98359 1.83802 4.91548
Cl 10.77100 3.41980 5.53371
Cl 8.45699 2.02430 4.02164
Cl 9.75421 0.67448 6.23249
H 10.62833 1.27581 4.23996
```

Atomic partial charges in e from the Mulliken method, atoms 1 to 5: 0.29 0.01 0.05 0.13 -0.40

Record 3
Below is C9H18BrNOZr as an isolated structure at a distorted geometry, with properties calculated with ωB97M-V/def2-TZVPD.

ΔE to the lowest compared entry with this formula, charge and spin = 2.977 eV
orbital gap = 5.10 eV
charge = +2
lowest unoccupied orbital energy = -10.8 eV

XYZ file:
```
31
C9H18BrNOZr | OMol25 | ωB97M-V/def2-TZVPD
Zr -3.09846 -1.88715 -2.41548
C -1.34500 -1.59583 1.61906
C -0.49598 -0.41476 1.03803
C 0.97260 -0.92242 1.47851
C 2.08850 -0.35353 0.58260
C 1.70680 0.89135 -0.21622
C 0.46298 0.60978 -1.14664
N -0.51137 -0.33310 -0.49991
O -1.74217 -0.44936 -1.17082
C 1.10334 -0.08539 -2.38318
C -0.21977 2.05179 -1.50914
C -0.78681 0.91481 1.75621
H -1.30844 -1.73760 2.69917
H -1.06813 -2.55048 1.17173
H -2.42347 -1.50327 1.49084
H 1.03446 -1.96912 1.77633
H 1.12745 -0.49200 2.46788
H 2.36142 -1.15684 -0.10172
H 2.87636 -0.24568 1.32808
H 2.60236 1.11307 -0.79666
H 1.56997 1.75927 0.42886
H 1.39081 -1.10901 -2.14304
H 1.84293 0.54261 -2.87991
H 0.32131 -0.12467 -3.14146
H -1.28863 2.21122 -1.36695
H 0.12179 2.33899 -2.50360
H 0.12673 2.92806 -0.96125
H 0.02173 1.64454 1.71304
H -1.08260 0.73815 2.79032
H -1.65600 1.32659 1.24331
Br -4.70469 -2.14002 -0.34799
```

Atomic partial charges in e from the Mulliken method, atoms 1 to 5: 1.36 -1.67 1.26 -1.12 -0.61

Record 4
Below is a 9-piece molecular cluster, C9H18Cl18 overall, with properties calculated with ωB97M-V/def2-TZVPD.

ΔE to the lowest compared entry with this formula, charge and spin = 0.259 eV
orbital gap = 10.99 eV
SMILES string = ClCCl.ClCCl.ClCCl.ClCCl.ClCCl.ClCCl.ClCCl.ClCCl.ClCCl
lowest unoccupied orbital energy = 0.3 eV

XYZ file:
```
45
C9H18Cl18 | OMol25 | ωB97M-V/def2-TZVPD
Cl -12.28597 -17.17652 17.68468
C -10.60466 -17.47528 17.16729
Cl -10.58282 -18.64402 15.86896
H -10.10603 -16.55004 16.89578
H -10.06089 -17.90431 18.00477
Cl -13.82653 -15.22586 15.09553
C -14.09501 -16.95235 14.76722
Cl -15.30602 -17.13377 13.50050
H -13.15662 -17.38184 14.43809
H -14.43676 -17.37866 15.70049
Cl -7.02086 -16.87867 14.63984
C -6.22566 -17.31711 16.15947
Cl -6.36389 -19.04105 16.52263
H -5.18948 -16.99983 16.13628
H -6.72532 -16.75928 16.94511
Cl -12.94869 -17.25407 9.69140
C -11.30938 -17.84507 9.97245
Cl -10.27720 -17.57830 8.54781
H -10.83139 -17.29478 10.77633
H -11.33534 -18.89464 10.24209
Cl -7.03259 -15.48554 11.23753
C -7.57764 -15.76066 9.58429
Cl -6.45250 -15.09399 8.36549
H -7.67415 -16.82364 9.41385
H -8.53199 -15.26917 9.44205
Cl -10.73192 -16.19422 13.24165
C -9.84188 -14.71098 13.53033
Cl -10.16185 -14.15279 15.21482
H -8.77830 -14.90926 13.44861
H -10.07701 -13.89824 12.85090
Cl -9.69460 -11.21807 11.01049
C -10.95016 -11.96733 10.03962
Cl -10.90924 -13.72197 10.11786
H -11.91641 -11.62012 10.39739
H -10.90764 -11.67279 8.99478
Cl -8.75618 -9.03939 14.12013
C -9.31431 -10.61315 14.68449
Cl -8.44458 -11.22264 16.09520
H -10.35747 -10.52302 14.96935
H -9.22068 -11.35007 13.89533
Cl -12.98726 -13.34258 19.69701
C -12.24974 -13.28116 18.08867
Cl -11.44124 -11.73132 17.77371
H -11.50486 -14.06231 18.03166
H -13.04199 -13.38953 17.36065
```

Atomic partial charges in e from the Mulliken method, atoms 1 to 5: -0.15 -0.09 -0.14 0.01 0.37

Record 5
Below is C9H18Cl3CrO3 as an isolated structure, with properties calculated with ωB97M-V/def2-TZVPD.

2S+1 = 4
ΔE to the lowest compared entry with this formula, charge and spin = 0.000 eV
orbital gap (alpha / beta) = 8.94 / 9.17 eV
<S²> = 3.7983
lowest unoccupied orbital energy (alpha / beta) = -0.2 / 0.1 eV

XYZ file:
```
34
C9H18Cl3CrO3 | OMol25 | ωB97M-V/def2-TZVPD
Cr 21.07972 -23.57821 -12.29369
Cl 22.44185 -22.38459 -10.88317
Cl 21.75563 -22.81485 -14.35365
Cl 21.98173 -25.71426 -12.32605
C 19.63508 -20.06631 -13.62383
C 19.33416 -20.77724 -12.34827
O 19.68229 -21.93211 -12.20099
C 18.58517 -20.04851 -11.26241
H 19.62336 -20.79073 -14.43410
H 20.65823 -19.68727 -13.54509
H 18.95004 -19.24351 -13.80798
H 17.76026 -19.48929 -11.70112
H 19.27041 -19.37203 -10.74894
H 18.21393 -20.76981 -10.53826
C 18.50885 -24.08730 -15.36112
C 18.70254 -24.85200 -14.08991
O 19.41108 -24.42327 -13.21043
C 18.01646 -26.17524 -13.93488
H 18.90992 -24.67119 -16.19139
H 19.01962 -23.13179 -15.29204
H 17.43709 -23.95660 -15.53241
H 17.45447 -26.42001 -14.83847
H 17.31224 -26.12536 -13.10354
H 18.73611 -26.97793 -13.78140
C 19.35651 -26.33972 -10.00194
C 19.28737 -24.85205 -9.83090
O 19.92814 -24.12169 -10.55181
C 18.32529 -24.27907 -8.82582
H 20.09593 -26.73540 -9.30057
H 19.61143 -26.59712 -11.02498
H 18.40977 -26.81569 -9.72815
H 17.32241 -24.52405 -9.18934
H 18.45779 -23.20515 -8.73787
H 18.43885 -24.72598 -7.83744
```

Atomic partial charges in e from the Mulliken method, atoms 1 to 5: -0.10 -0.45 -0.38 -0.43 -1.01

Record 6
Below is a 3-piece molecular cluster, C9H18Cl4F3N3O4P overall, with properties calculated with ωB97M-V/def2-TZVPD.

orbital gap = 8.35 eV
charge = +1
lowest unoccupied orbital energy = -4.3 eV

XYZ file:
```
42
C9H18Cl4F3N3O4P | OMol25 | ωB97M-V/def2-TZVPD
C 1.62211 -2.56233 -1.99857
C 2.16622 -1.28389 -2.54747
O 3.23818 -0.83502 -2.30334
O 1.30422 -0.60299 -3.40867
C 1.22103 0.77451 -3.09646
N -0.14165 1.21196 -3.38123
C -1.17569 0.93701 -2.63537
N -2.42835 1.40834 -2.92996
P -2.95648 3.13305 -2.63708
O -3.98109 2.95236 -1.41909
O -1.60159 3.67924 -1.92083
N -0.92193 0.12694 -1.54836
C -1.89926 0.05160 -0.50204
F -1.38811 -0.63587 0.49883
F -3.03936 -0.51386 -0.86379
F -2.16540 1.30554 -0.09595
H 1.51904 -2.49479 -0.91698
H 2.29865 -3.38389 -2.22700
H 0.65155 -2.80309 -2.43769
H 1.89818 1.37223 -3.70333
H 1.43699 0.95203 -2.04210
H -0.29773 1.74245 -4.22888
H -2.67656 1.15107 -3.88158
H -3.62404 2.88443 -0.52107
H -1.38948 3.31595 -1.04725
H -0.57911 -0.79339 -1.82136
Cl -0.62110 -1.59121 6.28268
C -1.95815 -0.92401 5.31743
C -1.54552 -0.67951 3.88798
Cl -0.35214 0.64477 3.76007
H -2.28999 -0.00630 5.79614
H -2.76872 -1.65050 5.33965
H -2.41206 -0.38823 3.29673
H -1.09300 -1.56726 3.45288
Cl 2.85812 -2.56720 2.70642
C 3.79043 -1.13506 2.20018
C 2.90158 0.06606 2.01221
Cl 1.78885 -0.17880 0.62678
H 4.31368 -1.38939 1.28193
H 4.52003 -0.92495 2.98003
H 3.49826 0.94886 1.79280
H 2.27943 0.25315 2.88273
```

Atomic partial charges in e from the Mulliken method, atoms 1 to 5: -1.02 0.78 -0.46 -0.39 -0.56

Record 7
Below is C9H18F12NaO9P2 as an isolated structure at a distorted geometry, with properties calculated with ωB97M-V/def2-TZVPD.

ΔE to the lowest compared entry with this formula, charge and spin = 0.486 eV
orbital gap = 10.45 eV
charge = -1
lowest unoccupied orbital energy = 1.9 eV

XYZ file:
```
51
C9H18F12NaO9P2 | OMol25 | ωB97M-V/def2-TZVPD
Na -13.24814 -0.13815 13.17671
P -11.58753 0.71008 10.25101
F -9.98803 0.92808 10.50753
F -11.93243 1.45413 11.65458
F -11.61599 2.18246 9.55431
F -13.16991 0.46554 9.98353
F -11.22136 -0.01348 8.86714
F -11.59977 -0.70199 11.07729
P -11.04432 -1.69341 15.66040
F -12.14813 -0.48737 15.51127
F -10.17421 -0.80004 16.67427
F -11.86827 -2.31909 16.89509
F -9.89804 -2.83997 15.75203
F -11.91988 -2.56488 14.59139
F -10.28534 -1.05996 14.34045
C -15.09240 0.33695 16.37319
O -15.69186 1.54913 15.97540
C -15.42002 2.16917 14.85838
O -14.60753 1.83535 14.03537
O -16.16319 3.26341 14.81148
C -15.99309 4.14541 13.72393
H -15.12073 -0.40196 15.57152
H -15.48612 -0.07746 17.29583
H -14.01484 0.41982 16.54993
H -16.68780 3.93822 12.90993
H -14.95806 4.12628 13.38189
H -16.17187 5.19447 13.96373
C -17.31221 -2.72463 14.55434
O -17.75844 -1.82916 13.55286
C -16.90087 -0.96813 13.04138
O -15.76637 -0.80299 13.39630
O -17.53527 -0.33875 12.05693
C -16.91817 0.69431 11.33821
H -16.69215 -3.49968 14.11221
H -18.14815 -3.14870 15.10810
H -16.79594 -2.17891 15.34775
H -16.81220 1.63928 11.87552
H -17.48096 0.91757 10.43329
H -15.92093 0.39594 11.00061
C -13.67084 -4.89425 13.50019
O -13.50188 -4.91380 12.10504
C -13.40856 -3.71965 11.52567
O -13.27831 -2.66953 12.08347
O -13.55006 -3.84126 10.21204
C -14.08873 -2.71097 9.54925
H -13.29452 -5.78256 13.99979
H -14.71585 -4.65634 13.72798
H -13.14753 -4.08533 14.02295
H -15.10615 -2.49091 9.89089
H -14.21387 -2.92846 8.49004
H -13.44046 -1.85137 9.69884
```

Atomic partial charges in e from the Mulliken method, atoms 1 to 5: 0.78 1.31 -0.40 -0.41 -0.39

What did the sixth record say?
Below is a 3-piece molecular cluster, C9H18Cl4F3N3O4P overall, with properties calculated with ωB97M-V/def2-TZVPD.

orbital gap = 8.35 eV
charge = +1
lowest unoccupied orbital energy = -4.3 eV

XYZ file:
```
42
C9H18Cl4F3N3O4P | OMol25 | ωB97M-V/def2-TZVPD
C 1.62211 -2.56233 -1.99857
C 2.16622 -1.28389 -2.54747
O 3.23818 -0.83502 -2.30334
O 1.30422 -0.60299 -3.40867
C 1.22103 0.77451 -3.09646
N -0.14165 1.21196 -3.38123
C -1.17569 0.93701 -2.63537
N -2.42835 1.40834 -2.92996
P -2.95648 3.13305 -2.63708
O -3.98109 2.95236 -1.41909
O -1.60159 3.67924 -1.92083
N -0.92193 0.12694 -1.54836
C -1.89926 0.05160 -0.50204
F -1.38811 -0.63587 0.49883
F -3.03936 -0.51386 -0.86379
F -2.16540 1.30554 -0.09595
H 1.51904 -2.49479 -0.91698
H 2.29865 -3.38389 -2.22700
H 0.65155 -2.80309 -2.43769
H 1.89818 1.37223 -3.70333
H 1.43699 0.95203 -2.04210
H -0.29773 1.74245 -4.22888
H -2.67656 1.15107 -3.88158
H -3.62404 2.88443 -0.52107
H -1.38948 3.31595 -1.04725
H -0.57911 -0.79339 -1.82136
Cl -0.62110 -1.59121 6.28268
C -1.95815 -0.92401 5.31743
C -1.54552 -0.67951 3.88798
Cl -0.35214 0.64477 3.76007
H -2.28999 -0.00630 5.79614
H -2.76872 -1.65050 5.33965
H -2.41206 -0.38823 3.29673
H -1.09300 -1.56726 3.45288
Cl 2.85812 -2.56720 2.70642
C 3.79043 -1.13506 2.20018
C 2.90158 0.06606 2.01221
Cl 1.78885 -0.17880 0.62678
H 4.31368 -1.38939 1.28193
H 4.52003 -0.92495 2.98003
H 3.49826 0.94886 1.79280
H 2.27943 0.25315 2.88273
```

Atomic partial charges in e from the Mulliken method, atoms 1 to 5: -1.02 0.78 -0.46 -0.39 -0.56

Copy entry 6 word for word.
Below is a 3-piece molecular cluster, C9H18Cl4F3N3O4P overall, with properties calculated with ωB97M-V/def2-TZVPD.

orbital gap = 8.35 eV
charge = +1
lowest unoccupied orbital energy = -4.3 eV

XYZ file:
```
42
C9H18Cl4F3N3O4P | OMol25 | ωB97M-V/def2-TZVPD
C 1.62211 -2.56233 -1.99857
C 2.16622 -1.28389 -2.54747
O 3.23818 -0.83502 -2.30334
O 1.30422 -0.60299 -3.40867
C 1.22103 0.77451 -3.09646
N -0.14165 1.21196 -3.38123
C -1.17569 0.93701 -2.63537
N -2.42835 1.40834 -2.92996
P -2.95648 3.13305 -2.63708
O -3.98109 2.95236 -1.41909
O -1.60159 3.67924 -1.92083
N -0.92193 0.12694 -1.54836
C -1.89926 0.05160 -0.50204
F -1.38811 -0.63587 0.49883
F -3.03936 -0.51386 -0.86379
F -2.16540 1.30554 -0.09595
H 1.51904 -2.49479 -0.91698
H 2.29865 -3.38389 -2.22700
H 0.65155 -2.80309 -2.43769
H 1.89818 1.37223 -3.70333
H 1.43699 0.95203 -2.04210
H -0.29773 1.74245 -4.22888
H -2.67656 1.15107 -3.88158
H -3.62404 2.88443 -0.52107
H -1.38948 3.31595 -1.04725
H -0.57911 -0.79339 -1.82136
Cl -0.62110 -1.59121 6.28268
C -1.95815 -0.92401 5.31743
C -1.54552 -0.67951 3.88798
Cl -0.35214 0.64477 3.76007
H -2.28999 -0.00630 5.79614
H -2.76872 -1.65050 5.33965
H -2.41206 -0.38823 3.29673
H -1.09300 -1.56726 3.45288
Cl 2.85812 -2.56720 2.70642
C 3.79043 -1.13506 2.20018
C 2.90158 0.06606 2.01221
Cl 1.78885 -0.17880 0.62678
H 4.31368 -1.38939 1.28193
H 4.52003 -0.92495 2.98003
H 3.49826 0.94886 1.79280
H 2.27943 0.25315 2.88273
```

Atomic partial charges in e from the Mulliken method, atoms 1 to 5: -1.02 0.78 -0.46 -0.39 -0.56